Record 1
{"formula": "C18H29N4O3PS2Yb", "method": "ωB97M-V/def2-TZVPD", "s2": 0.75, "homo_ha": [-0.1418, -0.1418], "gap_ev": [6.14, 6.14], "spin_multiplicity": 2, "charge": -1, "e_lumo_ha": [0.08381, 0.08382], "elements": ["H", "H", "H", "C", "C", "H", "C", "C", "H", "H", "P", "H", "C", "C", "C", "H", "H", "H", "C", "H", "N", "C", "H", "O", "O", "H", "H", "H", "H", "N", "H", "N", "C", "H", "S", "H", "C", "H", "H", "H", "H", "S", "H", "H", "C", "H", "C", "N", "O", "Yb", "C", "C", "C", "C", "C", "H", "H", "H"], "coordinates": [[2.07776, -0.13674, -4.46840], [-3.78926, 3.06429, 3.42996], [-0.43463, -2.79976, -0.00516], [-0.95148, 1.42353, 2.57786], [-2.22248, 1.92766, -0.49700], [3.61265, 1.90926, 0.71273], [-3.22141, -1.49907, 3.05293], [3.49068, -4.46867, 0.68363], [0.27704, -2.43934, -1.60064], [3.82418, -5.28694, 0.04311], [1.94982, -2.44674, 0.06035], [1.15234, -3.74013, 2.38210], [3.63308, 0.99009, 0.11345], [-3.13002, 2.23302, 3.22144], [0.25635, 1.35797, -3.23537], [-1.46083, 2.64422, -2.98885], [0.13956, -1.97541, -3.39736], [1.11192, -2.35788, 3.51422], [-2.78050, -0.14236, 3.00366], [0.82773, 3.17695, -1.11461], [-0.88074, 1.91482, -1.10255], [0.89481, -2.68751, 2.50038], [-0.29308, -0.77977, -4.62788], [2.18455, -4.07469, 0.28691], [1.69294, -1.88544, 1.61512], [-1.78532, 0.94462, -2.70736], [-0.76714, -0.68480, 2.53454], [-0.30237, 3.45845, 0.21687], [-2.68318, 0.94204, -0.59701], [0.65731, -0.00623, -2.90368], [1.05924, 2.02496, -2.91792], [-6.10648, 0.56938, 3.90871], [-1.79733, 2.54060, 2.86287], [-1.23919, -0.93602, -3.12353], [-1.30341, 4.17211, 2.72864], [2.30799, -1.27093, -3.11961], [-0.23703, -0.96991, -3.54448], [2.70420, 0.43239, -2.88088], [4.19931, -3.64019, 0.59715], [-2.85916, 2.66621, -1.00211], [-0.17047, -2.58108, 2.30167], [0.72927, 1.65008, 2.07887], [3.73020, 0.14077, 0.80609], [0.14883, 1.47471, -4.32848], [-3.62635, 0.94490, 3.27886], [-2.15215, 2.19698, 0.54940], [0.32830, -2.22106, -0.54045], [-3.53950, -2.60629, 3.08607], [2.47325, 0.88529, -0.66463], [0.69337, 0.19131, -0.08178], [-1.45354, 0.13685, 2.67946], [2.01988, -0.25244, -3.37480], [-1.04131, 1.72649, -2.55025], [-0.22753, 3.22001, -0.84518], [-5.00312, 0.73445, 3.62977], [4.53059, 1.00540, -0.51982], [3.47532, -4.80804, 1.72185], [-0.72351, 3.99761, -1.43889]], "atomic_forces_ev_per_a": [[0.01, 0.01, 0.00], [-0.02, 0.00, 0.02], [0.00, 0.12, -0.02], [0.24, 0.02, -0.02], [-0.06, 0.02, -0.10], [0.09, -0.05, -0.02], [-0.02, 0.00, 0.06], [-0.04, -0.02, 0.00], [-0.01, -0.02, -0.04], [-0.02, -0.01, 0.03], [0.26, -0.24, -0.35], [0.03, 0.02, 0.07], [0.08, 0.08, 0.03], [-0.01, 0.08, -0.01], [0.01, 0.03, -0.15], [0.07, -0.03, 0.00], [0.06, -0.05, -0.06], [-0.04, 0.03, 0.00], [-0.06, 0.00, -0.01], [0.00, 0.00, 0.02], [0.15, -0.10, 0.03], [0.11, 0.12, 0.01], [-0.04, 0.01, 0.02], [-0.03, 0.01, 0.09], [0.10, -0.29, 0.17], [0.02, 0.01, -0.02], [-0.02, -0.08, -0.03], [0.03, 0.04, -0.07], [0.00, 0.01, 0.03], [-0.03, -0.07, 0.19], [-0.02, 0.02, 0.02], [-0.05, 0.01, 0.01], [-0.09, 0.22, 0.03], [0.00, 0.00, 0.01], [-0.02, -0.04, -0.04], [0.04, -0.02, 0.06], [0.00, 0.10, -0.12], [-0.02, -0.01, -0.01], [0.02, 0.00, -0.01], [0.00, -0.01, 0.02], [-0.05, 0.01, -0.04], [-0.04, -0.09, 0.10], [0.06, 0.07, -0.04], [-0.02, -0.01, 0.06], [0.02, -0.09, 0.01], [-0.02, 0.01, 0.05], [-0.13, -0.34, 0.26], [0.00, -0.01, -0.03], [0.38, 0.15, -0.06], [-0.85, 0.37, -0.12], [0.03, -0.08, -0.01], [0.01, -0.01, -0.08], [-0.05, 0.10, -0.07], [-0.02, -0.01, 0.08], [0.03, -0.04, -0.02], [-0.03, 0.01, 0.03], [0.03, 0.00, 0.01], [-0.03, 0.05, 0.03]]}



Record 2
{"formula": "C18H29N5O2Zr", "method": "ωB97M-V/def2-TZVPD", "homo_ha": -0.7320, "gap_ev": 5.97, "charge": 4, "e_lumo_ha": -0.51243, "elements": ["H", "C", "Zr", "N", "C", "H", "C", "H", "C", "C", "H", "C", "C", "H", "N", "H", "H", "H", "H", "C", "H", "C", "H", "H", "H", "O", "C", "N", "C", "C", "H", "C", "O", "C", "H", "C", "C", "H", "H", "N", "H", "H", "C", "H", "H", "H", "H", "H", "H", "H", "N", "H", "C", "H", "H"], "coordinates": [[-2.76466, -3.39229, 0.29052], [0.09074, -0.57208, -1.95257], [0.11112, 0.12783, 0.59519], [-0.14707, 0.82846, -1.46441], [3.28934, 0.63419, 0.38077], [-2.19038, -5.30527, 1.61333], [-2.36896, 0.46101, 3.52761], [1.05202, -0.94688, -1.57273], [0.57332, 1.77566, -3.65201], [4.48581, 0.01222, 0.46393], [3.09898, 1.66813, 0.15213], [0.72480, 2.60444, 1.40014], [-1.60677, 1.95878, 1.64240], [-2.87303, -3.02403, 2.00125], [-0.36694, 0.72102, -3.98742], [-2.34242, 0.16349, -3.63389], [-2.27120, 0.66754, -1.31338], [0.33803, 0.36843, 3.93377], [1.13190, -0.71585, -3.89950], [-2.17187, -3.26291, 1.19898], [-0.88930, 3.36630, 0.18852], [-1.29314, 1.13273, 2.74535], [2.08835, 1.69290, 2.80470], [-2.73967, 1.18131, 4.26713], [-0.83453, -4.85614, 0.79068], [-1.75463, -0.94675, 0.76051], [-1.53956, 1.24009, -1.88808], [2.26964, -0.29739, 0.64047], [2.89926, -1.46201, 0.88273], [-0.61499, 2.69765, 0.99523], [-0.97450, -4.52746, 2.40766], [0.11534, -0.55209, -3.54666], [0.01687, -2.15210, 1.06189], [-1.23825, -2.08822, 1.00516], [1.50258, 1.63334, -4.20121], [-1.67551, 0.99924, -3.42605], [0.06557, 1.00859, 3.10063], [-0.73943, -1.20078, -1.61259], [-2.00260, -0.39693, 4.09001], [4.20760, -1.29774, 0.78294], [5.49064, 0.38111, 0.33127], [-2.63998, 2.04631, 1.32314], [1.06234, 1.76449, 2.46486], [4.90398, -2.02265, 0.92749], [-0.51543, -1.35853, -3.91552], [2.42359, -2.39516, 1.12905], [-1.65166, 2.29519, -1.64654], [0.73852, 2.74263, -1.67438], [1.85205, 1.37747, -1.89355], [1.47717, 3.21777, 0.91807], [-1.48946, -4.55575, 1.52069], [0.15721, 2.73575, -3.95240], [0.85268, 1.75386, -2.11699], [-2.10341, 1.88400, -3.89439], [-3.22011, 0.18709, 2.90608]], "atomic_forces_ev_per_a": [[0.01, -0.02, -0.01], [-0.02, -0.02, 0.01], [-0.03, 0.23, -0.07], [0.00, 0.03, 0.06], [0.00, -0.02, -0.01], [-0.01, 0.00, 0.00], [-0.02, 0.01, 0.03], [0.01, 0.01, 0.00], [0.01, 0.01, -0.01], [-0.02, 0.02, 0.00], [0.00, 0.00, 0.00], [0.03, 0.01, -0.07], [0.07, -0.08, -0.02], [0.01, -0.02, 0.01], [0.00, -0.02, 0.04], [0.00, 0.00, 0.00], [0.00, -0.02, 0.00], [0.01, 0.01, 0.00], [0.00, 0.01, 0.01], [-0.02, 0.06, -0.01], [0.01, 0.02, 0.01], [-0.01, 0.01, 0.01], [0.00, 0.00, 0.00], [0.01, 0.01, -0.01], [0.00, 0.00, 0.00], [-0.06, -0.11, 0.01], [-0.01, 0.03, -0.04], [0.06, -0.03, 0.05], [-0.03, 0.03, -0.01], [-0.04, -0.01, -0.04], [0.00, 0.01, 0.00], [0.00, 0.02, -0.06], [0.01, 0.05, 0.05], [0.02, 0.00, 0.03], [0.00, 0.00, 0.00], [-0.02, -0.02, -0.02], [-0.02, -0.11, 0.07], [-0.01, 0.01, -0.01], [0.01, 0.00, -0.01], [0.05, 0.00, 0.00], [0.00, -0.02, 0.00], [0.00, 0.01, 0.00], [-0.03, -0.03, -0.02], [-0.01, -0.01, 0.00], [-0.01, 0.00, 0.01], [0.02, -0.01, 0.00], [0.02, 0.00, 0.01], [-0.01, -0.01, 0.02], [0.00, -0.03, -0.01], [0.01, 0.00, 0.02], [0.00, -0.03, 0.01], [-0.01, 0.00, 0.00], [0.00, 0.01, -0.04], [0.01, 0.00, -0.01], [0.01, 0.00, -0.01]]}



Record 3
{"formula": "C18H29N5S2", "method": "ωB97M-V/def2-TZVPD", "smiles": "CCN(CC)CCCNc1nc(SC)nc2sc3c(c12)CCN(C)C3", "homo_ha": -0.2795, "gap_ev": 8.28, "charge": 0, "e_lumo_ha": 0.02465, "elements": ["H", "N", "H", "H", "H", "C", "H", "H", "H", "H", "S", "H", "H", "H", "C", "C", "H", "C", "H", "C", "S", "H", "H", "C", "H", "C", "C", "C", "H", "H", "N", "H", "H", "N", "C", "H", "H", "C", "H", "C", "H", "H", "C", "N", "C", "H", "C", "C", "H", "H", "C", "N", "H", "C"], "coordinates": [[-2.36971, 0.33951, 0.00271], [4.91549, -0.26824, 0.39791], [-1.60118, -0.15151, 3.48717], [4.71696, 0.28414, -1.64694], [0.21826, -0.01711, -2.51023], [-0.87737, 3.26073, -0.06307], [-3.66440, -3.89952, -0.69353], [4.14181, -2.04209, 1.14447], [-3.26294, -1.34405, 2.22539], [-3.69562, 2.67721, 0.40915], [2.76850, 2.74264, -1.24378], [5.37756, 1.51957, -0.55535], [-0.28002, -1.09992, -0.36461], [-3.71628, -1.22928, -2.18885], [-0.14124, 1.38187, 1.01210], [1.20975, 2.62744, -0.49064], [-4.79822, -2.58937, -0.37523], [-0.82049, -0.18029, -2.23332], [-1.69875, -1.89484, 1.64020], [6.19878, -0.89783, 0.18358], [-2.18204, 4.38010, -0.36562], [2.74958, -0.34602, 2.13242], [-2.61912, -2.58299, -2.51667], [2.58397, -0.55476, 1.07106], [6.97002, -0.12926, 0.16610], [-1.70318, 0.11221, 2.42980], [-0.91103, -1.33284, -1.22573], [2.30809, 0.72709, 0.34473], [-2.29992, 1.02075, 2.34411], [3.58614, -1.65480, -0.50022], [0.24448, 3.50469, -0.71253], [-4.33037, 4.33089, 0.62484], [-1.38765, -0.40689, -3.13265], [-0.38990, 0.41079, 1.91283], [-4.18873, -3.06021, -1.14190], [-4.84549, -3.43042, -1.92516], [-3.83496, -0.62211, 0.12720], [-3.18015, -2.07574, -1.72838], [1.74555, -1.25033, 0.97160], [4.63579, 0.71841, -0.62886], [-0.51532, -2.24216, -1.69026], [-3.09772, 3.69162, 1.74636], [-2.37488, -1.03824, 1.67200], [-1.11226, 2.26394, 0.77707], [-2.74946, -0.66458, 0.22289], [0.31866, -0.29158, 2.04358], [-3.46222, 3.68850, 0.72478], [3.26837, 1.27588, -0.43898], [6.40521, -1.57822, 1.00824], [6.24556, -1.46256, -0.76135], [1.10788, 1.50535, 0.35120], [-2.23171, -1.64503, -0.71832], [-1.20478, 0.74512, -1.81017], [3.83070, -1.22565, 0.48892]], "atomic_forces_ev_per_a": [[-0.11, -0.02, -0.06], [-0.08, 0.05, 0.00], [-0.06, 0.11, -0.06], [0.06, 0.01, 0.10], [0.12, 0.07, -0.07], [0.19, -0.13, -0.01], [0.05, -0.10, 0.05], [0.00, 0.01, -0.08], [-0.04, -0.10, 0.06], [-0.09, -0.06, 0.06], [-0.12, -0.30, 0.27], [0.01, -0.06, -0.05], [0.10, -0.06, 0.01], [0.08, -0.05, -0.08], [0.33, 0.38, -0.22], [-0.04, -0.49, 0.33], [-0.11, 0.03, 0.10], [-0.07, -0.20, 0.26], [-0.02, -0.04, 0.02], [-0.03, 0.00, 0.00], [-0.43, 0.22, 0.03], [-0.05, -0.10, 0.04], [-0.01, 0.07, -0.05], [0.20, -0.09, -0.07], [0.09, -0.02, -0.02], [-0.41, -0.28, 0.18], [0.07, 0.10, -0.19], [0.52, -0.08, -0.18], [0.04, -0.08, 0.15], [0.03, -0.02, 0.03], [-0.15, 0.57, -0.34], [-0.09, 0.07, -0.02], [-0.05, 0.00, -0.13], [0.28, -0.30, 0.04], [0.16, 0.18, -0.23], [-0.16, -0.06, -0.04], [0.00, 0.04, -0.02], [-0.13, -0.14, 0.15], [-0.02, -0.01, 0.03], [0.16, 0.01, -0.08], [0.07, 0.04, 0.08], [-0.09, -0.03, 0.08], [0.05, 0.43, 0.06], [0.02, -0.29, 0.24], [0.21, -0.21, 0.19], [-0.02, 0.08, -0.03], [0.45, 0.13, -0.29], [-0.34, 0.12, 0.00], [0.07, -0.04, 0.00], [0.01, -0.01, -0.02], [-0.28, 0.58, -0.31], [-0.15, -0.11, -0.15], [-0.03, 0.16, 0.01], [-0.19, 0.00, 0.21]]}